The following is a DFT calculation (wB97M-V/def2-TZVPD) of an isolated molecule of C19H26N2O3.

E_HOMO ... -0.280 hartree
Energy relative to the best compared isomer or geometry (same formula, charge and spin) ... 2.637 eV
Frontier orbital gap ... 7.8 eV
SMILES ... CC(C)N1CCN(Cc2coc3ccccc3c2=O)C[C@@H]1CCO

Structure (ORCA input):
```
! RIJCOSX wB97M-V def2-TZVPD def2/J DEFGRID3
* xyz 0 1
C 5.35803 1.23385 0.90721
C 4.14367 2.14471 0.69912
C 3.69355 2.73532 2.04380
N 3.12137 1.44714 -0.05563
C 2.44545 0.32915 0.57211
C 1.08609 0.68938 1.19402
N 0.19888 1.35161 0.25268
C -0.46449 0.44569 -0.66336
C -1.60629 -0.26367 0.01638
C -2.32800 0.32374 0.98675
O -3.35486 -0.23216 1.64232
C -3.71810 -1.49558 1.30721
C -4.79743 -2.06057 1.98921
C -5.20076 -3.34163 1.68561
C -4.54001 -4.07828 0.70488
C -3.47616 -3.52487 0.03166
C -3.04772 -2.22556 0.31940
C -1.90902 -1.63390 -0.40163
O -1.27574 -2.23301 -1.25684
C 0.86596 2.49643 -0.33221
C 2.26796 2.23174 -0.93202
C 2.19740 1.57377 -2.32077
C 3.56976 1.56536 -2.99497
O 3.54394 0.98254 -4.27683
H 5.15620 0.46204 1.64546
H 5.62665 0.75526 -0.03041
H 6.20376 1.82118 1.25512
H 4.46827 2.97359 0.05856
H 3.41817 1.94730 2.74070
H 2.84336 3.39986 1.90845
H 4.50801 3.30770 2.48175
H 2.28883 -0.44609 -0.18786
H 3.09285 -0.09600 1.33731
H 1.22713 1.37181 2.03722
H 0.59571 -0.21458 1.56149
H 0.18722 -0.33375 -1.08339
H -0.86200 1.02611 -1.50142
H -2.11474 1.32663 1.32929
H -5.29594 -1.47494 2.74549
H -6.03599 -3.77683 2.21318
H -4.86571 -5.08141 0.47640
H -2.94273 -4.06824 -0.73354
H 0.97409 3.23048 0.47535
H 0.21748 2.93348 -1.09412
H 2.74066 3.21135 -1.07081
H 1.49458 2.12332 -2.94987
H 1.84445 0.54553 -2.23699
H 4.28610 1.04493 -2.34453
H 3.92275 2.58789 -3.14939
H 3.19680 0.08669 -4.19916
*
```



The following is a DFT calculation (wB97M-V/def2-TZVPD) of a cluster of 3 separate species, C11H21ClN2P in total at a distorted geometry.

E_HOMO ... -0.082 hartree
Energy relative to the best compared isomer or geometry (same formula, charge and spin) ... 0.872 eV
Frontier orbital gap ... 5.0 eV

Structure (ORCA input):
```
! RIJCOSX wB97M-V def2-TZVPD def2/J DEFGRID3
* xyz -1 1
C -0.41657 0.97717 -1.85754
P 1.02424 -0.15370 -1.34481
C 0.19962 -1.39925 -0.14921
C 2.25817 0.75015 -0.25514
Cl 3.04654 2.15601 -1.17332
H -0.03805 1.92613 -2.35575
H -1.08891 0.48345 -2.64105
H -1.12053 1.22207 -0.98880
H 0.35894 -1.04401 0.92279
H 0.76550 -2.36669 -0.24667
H -0.90646 -1.49363 -0.32364
H 1.66322 1.18859 0.62111
C 4.26438 2.41173 3.84086
C 3.62667 3.47524 2.95408
C 2.19301 3.81640 3.37224
C 1.32183 2.60417 3.28848
N 0.64733 1.66139 3.22529
H 3.72674 1.46303 3.77984
H 5.29276 2.22245 3.52636
H 4.28188 2.73186 4.88773
H 3.63836 3.12580 1.91714
H 4.23371 4.38446 2.99402
H 1.78589 4.58996 2.71769
H 2.17312 4.19420 4.39780
C -4.61240 -3.65992 -3.44110
C -4.03874 -3.60005 -2.02923
C -2.92742 -2.55837 -1.88086
C -1.79369 -2.88615 -2.79759
N -0.91848 -3.15947 -3.52681
H -3.85556 -3.95799 -4.16996
H -5.41986 -4.39422 -3.49270
H -5.01616 -2.68900 -3.74154
H -3.65692 -4.58896 -1.75922
H -4.84376 -3.36369 -1.32778
H -2.56006 -2.54434 -0.85420
H -3.30152 -1.55999 -2.12025
*
```



The following is a DFT calculation (wB97M-V/def2-TZVPD) of a cluster of 2 separate species, C7H15N2O2 in total at a distorted geometry.

E_HOMO ... -0.475 hartree
Energy relative to the best compared isomer or geometry (same formula, charge and spin) ... 4.675 eV
Frontier orbital gap ... 9.6 eV

Structure (ORCA input):
```
! RIJCOSX wB97M-V def2-TZVPD def2/J DEFGRID3
* xyz 1 1
C -1.03371 0.77362 -1.91297
C 0.50408 -1.64746 0.75721
C 1.44965 0.67303 0.82389
C 1.26249 -1.93967 -0.53820
C 2.17991 0.20094 -0.41698
C -2.22951 -0.28444 0.97154
C -0.92698 0.37182 0.96838
N -1.09557 1.72821 1.04239
N 0.26853 -0.21328 0.93090
O -1.09915 1.64945 -2.88982
O 2.45723 -1.16320 -0.55726
H -0.58493 -0.18280 -2.39942
H -0.45709 -2.02211 0.77357
H 1.18102 -1.92662 1.71868
H 2.07238 0.65883 1.71895
H 1.07882 1.58041 0.66274
H 1.53103 -3.09750 -0.37588
H 0.58623 -1.66774 -1.34509
H 1.57154 0.65873 -1.29937
H 3.05574 0.67673 -0.51644
H -2.19301 -1.03515 0.29060
H -3.13521 0.39268 0.74236
H -2.38400 -0.88564 1.83302
H -0.43240 2.33401 0.62655
H -2.01937 2.03938 0.89849
H -1.60772 2.32778 -2.50784
*
```



The following is a DFT calculation (wB97M-V/def2-TZVPD) of a structure of composition C34H38Br6N4O14 at a distorted geometry.

E_HOMO (alpha / beta) ... -0.066 / -0.207 hartree
⟨S²⟩ ... 0.765
Frontier orbital gap (alpha / beta) ... 2.8 / 6.7 eV

Structure (ORCA input):
```
! RIJCOSX wB97M-V def2-TZVPD def2/J DEFGRID3
* xyz -1 2
C -1.23274 1.35092 2.78991
C 0.13407 1.45816 2.76068
C 0.91807 1.18774 3.90418
C 0.25437 0.72231 5.08666
C -1.09830 0.46154 5.04336
C -1.86384 0.82774 3.94490
N 1.04593 0.49450 6.36554
O 0.62681 -0.42569 7.06829
O 2.10447 1.05759 6.51142
H -1.76969 1.62720 1.89450
H 0.51612 1.81734 1.81653
H 1.98296 1.36700 3.92059
H -1.63288 0.15422 5.93003
H -2.94247 0.88210 3.94426
C 3.60527 1.99299 -4.06311
C 3.34108 1.17938 -2.93193
C 2.64891 1.71912 -1.82378
C 2.21341 2.99384 -1.94232
C 2.47942 3.78282 -3.01490
C 3.20686 3.29760 -4.04753
N 1.38868 3.56095 -0.83164
O 1.51837 4.75847 -0.58179
O 0.67987 2.78860 -0.16933
H 4.25031 1.57787 -4.82337
H 3.67236 0.15151 -2.94368
H 2.51030 1.12564 -0.93217
H 2.21332 4.82615 -3.09895
H 3.41939 3.91620 -4.90693
C -1.16732 -3.71043 -4.41029
C -1.56114 -4.41292 -3.21729
C -0.90397 -5.64910 -2.94162
C 0.19906 -6.09326 -3.80184
C 0.47204 -5.43733 -4.95872
C -0.23840 -4.24873 -5.26536
N 0.98461 -7.26751 -3.30749
O 1.03857 -7.48620 -2.08147
O 1.45420 -8.01887 -4.19596
H -1.68475 -2.79580 -4.65952
H -2.17110 -3.92311 -2.47268
H -1.15459 -6.14828 -2.01727
H 1.22340 -5.65661 -5.70288
H -0.13633 -3.81109 -6.24742
C -0.78970 -4.77353 5.17208
C -0.59249 -3.60296 4.43253
C -0.95452 -3.64129 3.07109
C -1.45687 -4.80768 2.44450
C -1.73025 -5.90851 3.29827
C -1.40202 -5.90629 4.66821
N -1.68000 -4.92249 0.97000
O -1.86500 -6.09308 0.57168
O -1.65675 -3.94513 0.26779
H -0.51671 -4.80960 6.21638
H -0.21987 -2.68179 4.85563
H -0.77559 -2.76672 2.46322
H -2.19684 -6.79254 2.88939
H -1.64874 -6.75271 5.29199
C 4.01189 5.65142 4.30881
C 3.16879 5.56780 3.04521
O 2.78702 4.23301 2.73153
C 3.67663 3.42469 2.12285
O 4.81784 3.74244 1.86609
O 3.13714 2.19279 1.92181
C 3.91206 1.10534 1.39963
H 4.99140 5.18258 4.21467
H 3.50923 5.19648 5.16231
H 4.09751 6.69645 4.60660
H 3.68927 6.07828 2.23489
H 2.24409 6.11302 3.23432
H 3.39931 0.14374 1.42254
H 4.88961 1.04879 1.87848
H 4.14405 1.31185 0.35482
C -1.61452 1.34596 -1.85962
C -1.82171 2.75320 -2.39118
O -3.21138 2.99984 -2.36950
C -3.67659 4.09041 -3.08710
O -2.92431 4.91776 -3.60304
O -4.98967 4.11945 -3.11456
C -5.75744 5.14331 -3.74003
H -2.01855 0.61586 -2.56091
H -2.16550 1.12885 -0.94453
H -0.57281 1.16449 -1.59501
H -1.31802 2.92428 -3.34256
H -1.37709 3.46016 -1.69073
H -5.53443 6.08972 -3.24742
H -6.73482 5.02510 -3.27222
H -5.92209 5.20100 -4.81597
C -4.51040 -1.63137 -2.22806
Br -3.44572 -1.42814 -0.50945
Br -4.64558 0.21255 -3.05193
Br -6.24602 -2.21182 -1.59261
H -4.11935 -2.41917 -2.87191
C 0.43102 -1.98041 -1.01567
Br 1.50680 -3.62784 -0.52785
Br 1.05363 -1.28998 -2.79685
Br 0.69005 -0.58752 0.47866
H -0.61111 -2.29450 -0.95713
*
```